26
Properties=species:S:1:pos:R:3 method="wB97M-V/def2-TZVPD" homo_lumo_gap_ev="10.4130 / 4.8106" relative_energy_kj_mol=243.2 homo_energy_ev="-10.77 / -7.18" e_lumo_ev="-0.4 / -2.4"
C 1.271 2.729 -3.184
C 1.743 1.482 -2.428
C 0.523 0.710 -1.916
C 0.710 -0.588 -1.204
C -0.362 -1.237 -0.436
C 0.072 -2.424 0.368
O -0.934 -0.196 0.332
N -2.271 -0.614 0.784
O -2.840 0.184 1.480
O -2.685 -1.707 0.404
O 1.757 -1.258 -1.509
O 1.001 2.823 1.290
N 1.154 1.811 1.981
O 0.447 1.398 2.894
H 2.148 3.258 -3.554
H 0.648 2.490 -4.057
H 0.715 3.423 -2.539
H 2.340 0.847 -3.107
H 2.339 1.784 -1.553
H -0.035 1.297 -1.167
H -0.131 0.409 -2.782
H 1.186 -1.610 -2.209
H -1.081 -1.612 -1.198
H 0.703 -3.115 -0.201
H 0.643 -2.056 1.240
H -0.792 -3.000 0.721